{
  "formula": "Cl6Cs2Hf",
  "method": "the ωB97M-V functional and the def2-TZVPD basis",
  "gap_ev": 8.622,
  "multiplicity": 1,
  "lumo_energy_ha": -0.0242,
  "symbols": ["Hf", "Cs", "Cs", "Cl", "Cl", "Cl", "Cl", "Cl", "Cl"],
  "xyz": [[0.637, -0.393, -0.332], [0.276, 3.696, 1.208], [-3.458, -1.451, 0.261], [-0.811, -1.568, -2.016], [1.126, 1.576, -1.720], [-0.424, -1.915, 1.430], [1.686, 0.707, 1.511], [2.558, -1.654, -0.844], [-1.590, 1.003, 0.502]],
  "lowdin_charge": [0.07, 0.80, 0.78, -0.27, -0.22, -0.32, -0.24, -0.10, -0.51]
}